A single C4H6P2 molecule in a non-equilibrium geometry, computed with ωB97M-V/def2-TZVPD.

As for the orbital gap: 8.14 eV. The calculation puts the energy relative to the best compared isomer or geometry (same formula, charge and spin) at 2.4071 eV. As for the LUMO energy: -0.3950 eV. The calculation puts the HOMO energy at -8.54 eV.

Each atom is followed by the atoms it is bonded to, with distances in Å.
CARTESIAN COORDINATES (ANGSTROEM)
1 P 0.327 -2.227 0.411  P2 1.907, C5 1.693
2 P 2.153 -1.929 -0.051  P1 1.907, C6 1.855
3 C -2.249 0.996 -0.390  C4 1.474, H8 1.067, H10 1.109, H12 1.041
4 C -1.308 -0.134 -0.279  C3 1.474, C5 1.235
5 C -0.672 -0.863 0.488  P1 1.693, C4 1.235
6 C 2.211 -0.089 0.173  P2 1.855, H7 1.057, H9 1.097, H11 1.073
7 H 2.171 -0.163 1.226  C6 1.057
8 H -3.226 0.663 -0.122  C3 1.067
9 H 3.163 0.424 -0.010  C6 1.097
10 H -2.160 1.531 -1.358  C3 1.109
11 H 1.310 0.173 -0.346  C6 1.073
12 H -1.721 1.617 0.258  C3 1.041